DFT (ωB97M-V with the def2-TZVPD basis set) results for a cluster of 7 separate species, C22H44O8 in total at a distorted geometry.

Geometry (Å):
1 C 0.807 -1.004 4.213
2 C 2.309 -1.160 4.237
3 O 2.828 -2.421 4.249
4 C 4.070 -2.687 4.610
5 C 4.410 -4.188 4.464
6 O 4.909 -1.872 4.752
7 H 0.420 -1.244 5.270
8 H 0.530 -1.627 3.296
9 H 0.605 0.167 4.041
10 H 2.617 -0.591 3.497
11 H 2.671 -0.554 5.193
12 H 4.086 -4.589 5.472
13 H 5.437 -4.084 4.595
14 H 4.043 -4.686 3.498
15 C -3.271 -0.295 -4.203
16 C -2.923 0.977 -3.585
17 C -1.722 1.781 -4.173
18 O -3.849 1.477 -2.677
19 H -2.793 -0.914 -3.373
20 H -2.913 -0.602 -5.222
21 H -4.471 -0.193 -4.435
22 H -1.849 1.851 -5.288
23 H -0.851 1.048 -4.068
24 H -1.500 2.639 -3.652
25 C 0.803 1.334 1.072
26 C -0.210 0.331 0.506
27 C -0.645 0.337 -1.041
28 O -0.573 -0.631 1.192
29 H 1.759 1.137 0.650
30 H 0.723 1.147 1.958
31 H 0.375 2.423 0.846
32 H 0.347 0.315 -1.421
33 H -0.993 1.284 -1.294
34 H -1.200 -0.578 -1.285
35 C -0.355 5.781 -0.803
36 C -1.419 4.808 -0.214
37 C -1.666 4.830 1.297
38 O -2.141 3.975 -1.061
39 H -0.584 6.949 -0.759
40 H -0.337 5.664 -1.878
41 H 0.738 5.531 -0.476
42 H -0.730 4.895 1.667
43 H -2.432 4.227 1.727
44 H -2.217 5.751 1.631
45 C 3.644 1.414 -1.774
46 C 3.258 2.796 -1.444
47 C 2.591 3.575 -2.600
48 O 3.311 3.139 -0.186
49 H 3.884 0.985 -0.846
50 H 4.584 1.394 -2.430
51 H 2.824 0.787 -2.204
52 H 1.668 4.116 -2.299
53 H 2.215 3.084 -3.247
54 H 3.340 4.388 -2.651
55 C 0.615 -3.112 -1.809
56 C 1.475 -3.767 -0.611
57 C 0.919 -3.596 0.853
58 O 2.632 -4.272 -0.877
59 H -0.198 -2.510 -1.647
60 H 0.362 -3.965 -2.593
61 H 1.095 -2.346 -2.557
62 H -0.098 -3.415 0.751
63 H 1.245 -2.881 1.598
64 H 0.823 -4.607 1.050
65 C -4.677 -4.104 0.489
66 C -4.005 -2.908 -0.329
67 C -4.169 -1.510 0.349
68 O -3.407 -3.034 -1.517
69 H -5.464 -3.860 1.229
70 H -3.770 -4.661 0.913
71 H -5.125 -4.669 -0.268
72 H -5.187 -1.159 0.578
73 H -3.534 -0.713 -0.239
74 H -3.695 -1.328 1.296

Calculated values
E_tot ... -39895.3137 eV
E_LUMO ... 0.30 eV
SMILES ... CCOC(C)=O.CC(C)=O.CC(C)=O.CC(C)=O.CC(C)=O.CC(C)=O.CC(C)=O
HOMO energy ... -9.3918 eV
ΔE to the lowest compared entry with this formula, charge and spin ... 3.212 eV
Frontier orbital gap ... 9.7 eV

---

DFT (ωB97M-V with the def2-TZVPD basis set) results for a cluster of 7 separate species, C22H44O8 in total at a distorted geometry.

Geometry (Å):
1 C -3.835 -1.646 1.509
2 C -3.126 -1.335 2.860
3 O -1.979 -0.746 2.502
4 C -1.203 -0.097 3.430
5 C 0.039 0.539 2.992
6 O -1.501 0.000 4.652
7 H -4.880 -1.871 1.846
8 H -3.670 -2.532 1.010
9 H -3.902 -0.755 0.673
10 H -3.771 -0.865 3.622
11 H -2.870 -2.257 3.451
12 H -0.241 1.422 2.555
13 H 0.579 0.129 2.116
14 H 0.598 0.853 3.757
15 C -1.084 -0.027 -1.230
16 C -0.082 1.076 -0.857
17 C 1.414 0.803 -1.340
18 O -0.385 2.170 -0.128
19 H -1.360 0.237 -2.008
20 H -2.093 -0.061 -0.620
21 H -0.586 -0.995 -1.171
22 H 1.708 -0.113 -0.595
23 H 2.111 1.431 -0.860
24 H 1.471 0.465 -2.438
25 C 2.830 6.637 -1.486
26 C 3.126 5.600 -0.476
27 C 2.035 4.805 0.195
28 O 4.403 5.196 -0.144
29 H 1.918 6.261 -2.277
30 H 3.667 6.961 -2.008
31 H 2.507 7.625 -1.114
32 H 1.967 5.246 1.270
33 H 2.271 3.763 0.511
34 H 1.058 4.615 -0.243
35 C 3.758 -0.029 -4.649
36 C 3.247 -1.385 -4.221
37 C 3.725 -2.013 -2.981
38 O 2.392 -1.927 -5.004
39 H 3.646 0.103 -5.690
40 H 4.874 -0.135 -4.594
41 H 3.132 0.878 -4.235
42 H 3.381 -3.080 -2.827
43 H 3.389 -1.515 -2.263
44 H 4.788 -1.734 -2.981
45 C 0.455 -3.784 2.334
46 C 1.411 -2.937 1.576
47 C 2.431 -2.107 2.449
48 O 1.317 -2.669 0.347
49 H -0.295 -3.445 3.007
50 H 1.100 -4.559 2.915
51 H -0.326 -4.243 1.410
52 H 3.033 -1.643 1.776
53 H 2.882 -2.836 2.958
54 H 2.086 -1.219 3.132
55 C 0.265 -4.507 -2.325
56 C -1.231 -4.661 -2.513
57 C -2.102 -3.679 -1.859
58 O -1.761 -5.736 -3.068
59 H 0.581 -3.585 -3.049
60 H 1.011 -5.190 -2.682
61 H 0.510 -4.147 -1.311
62 H -2.179 -2.782 -2.462
63 H -1.810 -3.464 -1.003
64 H -3.130 -3.966 -1.821
65 C -3.574 2.711 3.277
66 C -3.987 3.601 2.056
67 C -3.846 2.909 0.691
68 O -4.741 4.593 2.212
69 H -3.844 3.207 4.060
70 H -2.654 2.397 3.265
71 H -3.839 1.595 3.066
72 H -4.449 1.943 0.858
73 H -2.727 2.748 0.317
74 H -4.069 3.750 -0.089

Calculated values
E_tot ... -39894.8095 eV
E_LUMO ... 0.03 eV
SMILES ... CCOC(C)=O.CC(C)=O.CC(C)=O.CC(C)=O.CC(C)=O.CC(C)=O.CC(C)=O
HOMO energy ... -9.5665 eV
ΔE to the lowest compared entry with this formula, charge and spin ... 3.716 eV
Frontier orbital gap ... 9.6 eV

---

DFT (ωB97M-V with the def2-TZVPD basis set) results for a structure of composition C22H45AlNO3 at a distorted geometry.

Geometry (Å):
1 C 4.090 -0.246 1.484
2 C 2.645 0.438 1.973
3 C 2.852 1.852 2.779
4 C 1.445 2.444 3.455
5 C 0.939 3.850 2.704
6 C 0.538 3.464 1.126
7 C -1.048 3.780 0.865
8 C -1.521 3.548 -0.722
9 C -0.608 2.453 -1.521
10 C -1.295 1.754 -2.826
11 C -2.901 1.483 -2.743
12 C -3.410 0.548 -1.503
13 C -2.316 -0.529 -0.932
14 C -3.160 -1.519 0.120
15 N -2.592 -2.918 0.209
16 O -2.949 -3.552 1.347
17 C -4.407 -3.701 1.466
18 C -5.161 -4.267 0.122
19 C -1.072 -2.711 0.378
20 O -0.725 -2.135 1.563
21 O -0.075 -3.041 -0.659
22 C 1.271 -3.232 -0.098
23 C 2.439 -3.460 -1.273
24 C 3.294 -2.028 -1.393
25 C 3.619 -1.628 -2.980
26 C 4.000 -0.023 -2.971
27 H 4.935 0.125 2.205
28 H 3.984 -1.419 1.519
29 H 4.244 0.124 0.374
30 H 2.049 -0.384 2.599
31 H 2.021 0.558 0.965
32 H 3.283 2.626 2.013
33 H 3.601 1.645 3.685
34 H 0.655 1.580 3.361
35 H 1.676 2.616 4.609
36 H -0.024 4.242 3.271
37 H 1.803 4.665 2.749
38 H 1.192 4.106 0.397
39 H 0.714 2.302 1.046
40 H -1.665 2.963 1.476
41 H -1.383 4.838 1.266
42 H -1.375 4.594 -1.242
43 H -2.666 3.316 -0.667
44 H -0.149 1.597 -0.828
45 H 0.347 3.047 -1.923
46 H -1.081 2.412 -3.798
47 H -0.781 0.701 -3.043
48 H -3.447 2.528 -2.647
49 H -3.257 1.023 -3.776
50 H -3.869 1.151 -0.587
51 H -4.322 -0.097 -1.924
52 H -1.860 -1.110 -1.839
53 H -1.480 -0.027 -0.254
54 H -4.287 -1.519 -0.272
55 H -3.147 -1.086 1.232
56 H -4.586 -4.524 2.312
57 H -4.958 -2.728 1.881
58 H -4.449 -4.574 -0.755
59 H -5.836 -3.368 -0.279
60 H -5.908 -5.101 0.468
61 H 1.282 -4.155 0.659
62 H 1.668 -2.312 0.538
63 H 1.931 -3.649 -2.310
64 H 3.180 -4.344 -0.979
65 H 4.308 -2.085 -0.778
66 H 2.704 -1.111 -0.957
67 H 4.515 -2.285 -3.345
68 H 2.669 -1.812 -3.646
69 H 4.144 0.412 -4.064
70 H 3.077 0.561 -2.508
71 H 4.964 0.162 -2.306
72 Al 1.692 3.171 6.130

Calculated values
E_tot ... -37726.2696 eV
E_LUMO ... -15.09 eV
HOMO energy ... -17.3903 eV
Net charge ... +3
Frontier orbital gap ... 2.3 eV

---

DFT (ωB97M-V with the def2-TZVPD basis set) results for a cluster of 3 separate species, C22H45BIN4O7 in total at a distorted geometry.

Geometry (Å):
1 C 2.617 1.650 0.195
2 C 1.651 1.559 -0.498
3 C 0.476 1.431 -1.355
4 C 0.575 0.151 -2.131
5 C 1.693 -0.441 -2.593
6 N 1.297 -1.609 -3.217
7 B 2.161 -2.677 -3.883
8 O 2.484 -2.562 -5.180
9 O 2.578 -3.708 -3.119
10 C -0.027 -1.713 -3.137
11 I -1.081 -3.309 -3.915
12 N -0.488 -0.641 -2.471
13 C -1.891 -0.415 -2.151
14 O -2.171 0.926 -2.347
15 C -3.300 1.362 -1.574
16 C -4.627 0.831 -2.080
17 C -5.118 -0.475 -1.414
18 H 3.531 1.497 0.706
19 H -0.401 1.459 -0.720
20 H 0.476 2.282 -2.028
21 H 2.709 -0.121 -2.505
22 H 2.633 -3.448 -5.535
23 H 2.015 -3.816 -2.336
24 H -2.478 -1.034 -2.830
25 H -2.113 -0.750 -1.137
26 H -3.298 2.440 -1.690
27 H -3.140 1.168 -0.514
28 H -4.625 0.744 -3.160
29 H -5.366 1.594 -1.855
30 H -4.484 -0.726 -0.569
31 H -4.993 -1.298 -2.114
32 H -6.153 -0.420 -1.113
33 C -1.607 5.455 -1.500
34 O -2.025 4.721 -0.363
35 C -0.997 4.473 0.590
36 C -1.166 5.305 1.843
37 N -0.899 6.714 1.593
38 C -1.284 7.617 2.677
39 C -2.746 7.669 3.111
40 O -3.627 8.243 2.166
41 C -4.065 7.384 1.134
42 H -2.392 5.373 -2.250
43 H -1.464 6.516 -1.274
44 H -0.681 5.051 -1.917
45 H -0.007 4.622 0.148
46 H -1.080 3.418 0.873
47 H -0.466 4.941 2.602
48 H -2.184 5.131 2.216
49 H -1.380 6.999 0.751
50 H -1.001 8.624 2.365
51 H -0.674 7.378 3.554
52 H -2.793 8.324 3.984
53 H -3.123 6.693 3.441
54 H -4.184 6.354 1.483
55 H -3.386 7.406 0.277
56 H -5.035 7.747 0.792
57 C 5.869 -6.657 2.331
58 O 4.795 -7.445 1.853
59 C 3.777 -7.709 2.810
60 C 2.509 -6.942 2.500
61 N 2.675 -5.510 2.723
62 C 1.601 -4.677 2.198
63 C 1.306 -4.715 0.702
64 O 2.316 -4.140 -0.119
65 C 3.427 -4.987 -0.405
66 H 6.675 -6.728 1.603
67 H 5.593 -5.601 2.435
68 H 6.235 -7.025 3.292
69 H 4.126 -7.505 3.826
70 H 3.551 -8.776 2.745
71 H 1.705 -7.310 3.144
72 H 2.239 -7.172 1.461
73 H 3.549 -5.211 2.313
74 H 1.841 -3.643 2.458
75 H 0.679 -4.928 2.732
76 H 0.414 -4.102 0.537
77 H 1.057 -5.722 0.347
78 H 3.127 -6.031 -0.507
79 H 4.215 -4.902 0.345
80 H 3.844 -4.651 -1.352

Calculated values
E_tot ... -52606.1108 eV
E_LUMO ... -3.20 eV
HOMO energy ... -10.2588 eV
Net charge ... +1
Frontier orbital gap ... 7.1 eV

---

DFT (ωB97M-V with the def2-TZVPD basis set) results for a cluster of 3 separate species, C22H45BrNO2 in total at a distorted geometry.

Geometry (Å):
1 C 3.304 -1.493 1.325
2 C 3.210 -0.693 0.030
3 C 2.560 -1.640 -1.005
4 C 1.023 -1.632 -0.912
5 C 0.469 -3.044 -0.802
6 C -1.072 -3.044 -0.772
7 C -1.652 -3.330 0.623
8 C -3.000 -4.048 0.594
9 C -4.194 -3.145 0.214
10 N -3.769 -1.742 -0.056
11 C -4.890 -0.774 -0.334
12 Br -6.364 -1.590 -1.298
13 C -4.371 0.451 -1.107
14 C -4.201 1.708 -0.241
15 C -2.952 -1.179 1.058
16 C -1.783 -2.078 1.476
17 H 3.703 -0.902 2.144
18 H 3.928 -2.363 1.167
19 H 2.299 -1.823 1.577
20 H 4.185 -0.365 -0.320
21 H 2.604 0.199 0.168
22 H 2.891 -2.635 -0.730
23 H 2.876 -1.410 -2.015
24 H 0.634 -1.167 -1.812
25 H 0.673 -1.037 -0.069
26 H 0.860 -3.528 0.089
27 H 0.811 -3.594 -1.675
28 H -1.465 -3.734 -1.513
29 H -1.351 -2.026 -1.055
30 H -0.961 -3.979 1.149
31 H -2.932 -4.832 -0.151
32 H -3.197 -4.554 1.530
33 H -4.642 -3.564 -0.669
34 H -4.902 -3.122 1.033
35 H -3.201 -1.758 -0.907
36 H -5.285 -0.438 0.611
37 H -3.438 0.202 -1.609
38 H -5.074 0.653 -1.901
39 H -3.155 1.821 0.030
40 H -4.749 1.634 0.692
41 H -4.466 2.599 -0.793
42 H -3.605 -0.990 1.901
43 H -2.569 -0.217 0.750
44 H -1.964 -2.407 2.495
45 H -0.862 -1.510 1.510
46 C 3.373 2.795 -3.872
47 C 3.096 3.551 -2.577
48 C 1.770 2.948 -2.141
49 O 1.762 1.593 -2.615
50 C 2.841 1.411 -3.537
51 H 4.423 2.786 -4.160
52 H 2.799 3.230 -4.693
53 H 3.869 3.327 -1.839
54 H 3.048 4.632 -2.700
55 H 0.923 3.477 -2.591
56 H 1.644 2.950 -1.057
57 H 3.609 0.802 -3.045
58 H 2.480 0.873 -4.414
59 C 1.427 1.962 3.219
60 C 2.248 2.989 3.990
61 C 2.882 3.784 2.857
62 O 1.953 3.747 1.766
63 C 0.942 2.780 2.030
64 H 0.609 1.528 3.795
65 H 2.072 1.148 2.876
66 H 1.588 3.630 4.579
67 H 2.983 2.551 4.662
68 H 3.821 3.326 2.527
69 H 3.079 4.822 3.123
70 H 0.009 3.306 2.265
71 H 0.782 2.175 1.133

Calculated values
E_tot ... -99164.4905 eV
E_LUMO ... -2.26 eV
HOMO energy ... -11.3178 eV
Net charge ... +1
Frontier orbital gap ... 9.1 eV

---

DFT (ωB97M-V with the def2-TZVPD basis set) results for a cluster of 3 separate species, C22H45F3N5O6 in total at a distorted geometry.

Geometry (Å):
1 C 3.681 3.278 -2.446
2 C 3.002 4.043 -3.539
3 N 3.426 5.197 -3.887
4 C 1.849 3.281 -4.189
5 C 0.636 4.084 -4.699
6 C 0.889 4.732 -6.099
7 C 0.642 6.169 -5.883
8 N 0.287 6.439 -4.677
9 C 0.075 5.226 -3.811
10 C -1.454 5.105 -3.651
11 C -1.842 3.816 -2.911
12 C -3.065 3.159 -3.514
13 F -2.963 3.055 -4.858
14 F -4.180 3.856 -3.258
15 F -3.233 1.926 -3.037
16 O 0.665 5.294 -2.553
17 N 0.582 6.681 -1.928
18 O 1.629 7.115 -1.819
19 H 2.970 3.012 -1.661
20 H 4.017 2.328 -2.878
21 H 4.552 3.809 -2.067
22 H 2.898 5.570 -4.674
23 H 2.279 2.747 -5.045
24 H 1.496 2.506 -3.505
25 H -0.153 3.346 -4.853
26 H 1.914 4.567 -6.447
27 H 0.181 4.367 -6.850
28 H 0.733 6.953 -6.632
29 H 0.093 7.394 -4.391
30 H -1.917 5.137 -4.641
31 H -1.833 5.967 -3.093
32 H -2.092 4.051 -1.875
33 H -1.038 3.079 -2.888
34 C 0.655 -2.624 1.727
35 O 1.906 -2.054 2.064
36 C 3.040 -2.850 1.755
37 C 3.787 -2.347 0.539
38 N 3.036 -2.559 -0.690
39 C 3.509 -1.835 -1.862
40 C 3.704 -0.324 -1.792
41 O 2.514 0.447 -1.748
42 C 1.850 0.454 -0.496
43 H -0.112 -2.075 2.267
44 H 0.434 -2.551 0.655
45 H 0.596 -3.672 2.029
46 H 2.753 -3.900 1.638
47 H 3.714 -2.782 2.612
48 H 4.738 -2.885 0.470
49 H 4.021 -1.290 0.721
50 H 2.062 -2.342 -0.533
51 H 2.803 -2.036 -2.672
52 H 4.466 -2.273 -2.167
53 H 4.203 -0.033 -2.721
54 H 4.374 -0.026 -0.976
55 H 2.556 0.506 0.336
56 H 1.202 -0.415 -0.369
57 H 1.216 1.343 -0.470
58 C -2.540 -6.532 7.213
59 O -3.777 -6.340 6.561
60 C -4.524 -5.210 6.986
61 C -4.477 -4.071 5.991
62 N -3.166 -3.442 5.937
63 C -2.928 -2.555 4.804
64 C -3.164 -3.054 3.382
65 O -2.214 -3.982 2.896
66 C -2.344 -5.301 3.394
67 H -2.224 -7.554 7.010
68 H -1.758 -5.856 6.847
69 H -2.636 -6.405 8.295
70 H -4.196 -4.883 7.978
71 H -5.564 -5.537 7.070
72 H -5.216 -3.321 6.295
73 H -4.798 -4.475 5.022
74 H -2.449 -4.153 5.959
75 H -1.887 -2.229 4.866
76 H -3.546 -1.660 4.943
77 H -3.071 -2.183 2.728
78 H -4.180 -3.440 3.237
79 H -3.392 -5.599 3.479
80 H -1.850 -5.423 4.361
81 H -1.850 -5.962 2.683

Calculated values
E_tot ... -51419.4638 eV
E_LUMO ... -4.65 eV
HOMO energy ... -9.8350 eV
Net charge ... +1
ΔE to the lowest compared entry with this formula, charge and spin ... 0.000 eV
Frontier orbital gap ... 5.2 eV